Record 1
Below is a single C30H48N4O4S molecule, with properties calculated with wB97M-V/def2-TZVPD.

Values from the calculation:
SMILES string ... CCn1cc(C(=O)NCCCN(CC(C)C)CC(C)C)c(=O)c2cc(S(=O)(=O)N(C)C3CCCCC3)ccc21
Kohn-Sham gap ... 7.73 eV
Energy above the lowest of the compared OMol25 structures with the same formula, charge and spin ... 4.1 kcal/mol
Total energy ... -2090.1650 Ha

```
87
C30H48N4O4S | the OMol25 dataset | wB97M-V/def2-TZVPD
C 2.619 -1.732 1.401
H -4.176 3.048 -1.828
C 1.743 0.633 1.323
H -1.849 0.021 -5.293
C 3.467 -2.724 -0.632
H -0.027 -0.463 -6.920
C 1.472 0.464 2.733
H 1.881 -0.491 -5.325
H -2.454 -1.031 3.977
H 1.985 -2.922 4.439
H -1.435 -0.394 -2.871
H -2.610 4.305 2.218
H -4.174 -1.402 3.840
C 3.042 -3.827 -4.247
C 0.825 1.506 3.598
C -1.423 2.591 -1.971
H 2.507 -4.687 -3.833
H -0.661 -1.947 -6.206
H 1.042 -0.419 -2.973
H -3.768 1.039 3.714
C 3.192 -1.553 -1.326
H 4.093 -3.881 -3.973
C -4.808 0.467 1.928
C -1.694 3.325 3.908
C 1.298 -1.395 -5.500
H -4.241 3.200 -0.067
S 3.580 -1.490 -3.077
O 3.308 -0.166 -3.555
H -1.496 -1.909 -3.777
N 2.312 -1.791 2.742
H 0.252 3.902 4.584
C 4.089 -2.954 3.984
H -5.699 0.158 2.470
H -2.728 1.358 -0.793
N -2.491 2.329 1.662
C -0.235 3.698 3.623
C 2.624 -2.953 3.554
C -0.101 -1.033 -5.992
H -0.312 0.721 -4.769
C 2.347 -0.547 0.687
H -3.292 4.345 -1.019
C 3.193 -2.815 0.713
O 4.908 -2.014 -3.230
H 3.911 -3.550 -1.163
H 2.966 -3.851 -5.337
H 4.295 -3.830 4.592
C -3.311 -1.008 3.308
O 0.614 1.290 4.784
H -0.549 1.953 -1.860
C 1.774 -0.713 3.344
H -1.409 3.736 0.565
H -0.178 4.591 2.999
C -1.656 2.673 0.526
C 1.210 -2.175 -4.186
H 2.460 0.447 -1.200
C 2.653 -0.476 -0.674
H -3.664 3.213 3.106
H 1.816 -1.993 -6.253
C -2.651 3.324 2.698
H -1.084 3.624 -2.012
N 0.504 2.645 2.969
H 0.713 2.709 1.978
C -3.602 3.304 -0.940
H 0.434 -1.889 -2.195
H 1.556 -0.798 4.401
H -4.955 1.477 1.556
H 4.749 -2.963 3.120
C -2.348 0.956 2.097
C -2.384 2.397 -0.801
H 4.305 -2.065 4.571
H -3.104 -1.659 2.460
C -0.844 -0.217 -4.939
C -3.581 0.418 2.833
H -0.715 2.110 0.521
H -4.675 -0.196 1.076
H -1.912 2.353 -2.913
C 0.482 -1.338 -3.137
H 0.634 -3.096 -4.355
N 2.511 -2.605 -3.695
H -1.705 2.353 4.401
O 1.494 1.649 0.673
H -2.196 0.347 1.202
C -0.922 -0.991 -3.627
H -2.088 4.055 4.619
H 3.429 -3.732 1.227
H -1.462 0.810 2.740
H 2.380 -3.861 2.999
```

---

Record 2
Below is a molecular structure, C23H19AsBrN2O3S4Tc, with properties calculated with wB97M-V/def2-TZVPD.

Values from the calculation:
Kohn-Sham gap (spin up / spin down) ... 5.46 / 5.46 eV
Energy above the lowest of the compared OMol25 structures with the same formula, charge and spin ... 40.8 kcal/mol
Total energy ... -7706.4037 Ha

```
54
C23H19AsBrN2O3S4Tc | the OMol25 dataset | wB97M-V/def2-TZVPD
C -1.791 -5.362 -0.849
C -3.074 -5.906 -0.717
H -5.709 -2.683 -0.179
C -3.141 -3.705 -0.543
H 0.035 1.688 -7.090
H -1.122 2.700 0.256
H 0.911 1.967 2.169
Br -7.013 -0.120 0.376
C -5.212 -0.637 0.129
C 0.222 0.348 -1.995
H -4.904 -4.858 -0.352
S 3.688 -1.310 2.633
C -3.581 -2.334 -0.318
H -1.549 -0.531 -3.790
O 1.487 2.568 -0.824
C -0.872 0.525 -5.535
H -1.629 0.107 -6.185
C -0.834 0.171 -4.199
H -2.616 2.413 1.177
C -4.911 -1.955 -0.126
H 0.310 -5.761 -1.109
C 0.067 1.416 -6.043
C -2.905 -0.044 0.040
S 1.578 -3.964 1.180
S 2.175 -1.131 -0.504
N -1.874 -3.986 -0.742
H -1.207 -2.711 -0.596
S 0.182 -0.785 2.064
C 1.300 1.773 0.061
Tc 0.305 -0.100 -0.334
C 1.744 2.055 1.474
H -0.076 -8.219 -1.226
C -3.308 -7.275 -0.774
C -2.202 -8.079 -0.965
C 1.093 1.620 -3.880
H -2.333 -9.152 -1.012
C -0.910 -7.544 -1.091
H -4.485 1.357 0.444
As 1.984 -1.997 1.693
H 2.200 3.044 1.512
C -2.580 -1.371 -0.260
O -1.291 -1.673 -0.480
O -1.826 0.800 0.139
N -3.916 -4.822 -0.526
C 0.152 0.718 -3.370
C -0.682 -6.185 -1.035
H 2.456 1.282 1.781
H -4.301 -7.693 -0.670
H -2.667 2.543 -0.612
C -4.217 0.335 0.223
C -2.087 2.206 0.248
H 1.768 2.656 -5.625
H 1.828 2.050 -3.214
C 1.046 1.960 -5.220
```

---

Record 3
Below is 9 unconnected molecules or ions with the total composition C38H100N8O9, with properties calculated with wB97M-V/def2-TZVPD.

Values from the calculation:
SMILES string ... CC1(C)CCCC(C)(C)N1O.COC[C@H](C)N.COC[C@H](C)N.COC[C@H](C)N.COC[C@H](C)N.COC[C@H](C)N.COC[C@H](C)N.COC[C@H](C)N.CO
Kohn-Sham gap ... 8.72 eV
Energy above the lowest of the compared OMol25 structures with the same formula, charge and spin ... 139.0 kcal/mol
Total energy ... -2622.6507 Ha

```
155
C38H100N8O9 | the OMol25 dataset | wB97M-V/def2-TZVPD
O 8.221 13.205 -1.968
H 0.578 0.016 2.587
H 8.079 4.649 -11.597
H -6.112 12.015 -0.315
C -6.207 7.948 -0.879
C 6.421 3.871 -12.527
O 2.842 7.146 1.838
H 6.389 5.842 -16.079
H 4.839 6.564 2.546
C -4.639 6.321 -14.661
H -0.504 8.451 -5.322
H 1.416 10.717 -3.249
C 1.692 11.825 -1.578
C 7.990 7.462 -11.959
C -6.367 9.434 -0.418
H 6.599 4.354 -15.449
H 4.191 5.861 1.178
H 3.085 -0.824 -2.809
C 5.148 4.448 -13.194
H -9.459 7.088 -14.998
H 3.787 6.927 -15.081
O 6.128 7.817 -14.155
H 1.949 5.222 2.350
C 1.676 7.630 -6.841
C 1.138 0.506 -0.084
H 4.460 8.070 -0.117
H 1.765 14.219 -14.387
H 8.071 8.456 -12.398
C -6.760 6.553 -13.309
C 3.077 8.111 -7.154
N -5.359 7.083 -0.064
H 9.535 13.143 -5.642
H -6.746 5.491 -13.066
H -5.410 11.370 1.020
H 3.710 11.655 -13.335
H 0.757 12.275 -1.246
H 3.321 7.766 -8.159
H -7.943 7.051 -0.008
H 1.652 6.552 -6.997
C 5.814 5.108 -15.514
H 7.885 14.114 -0.180
H 2.804 16.802 -10.741
H 6.259 5.980 0.132
H -9.490 7.339 -13.272
H 5.063 8.066 -6.327
O 3.835 15.781 -12.203
H -5.044 6.486 -15.659
H 3.234 15.009 -14.991
C 10.337 11.957 -3.554
H 10.377 11.896 -2.466
H -9.315 5.676 -13.920
H 8.593 15.181 -1.435
H 3.076 0.940 -2.505
O -5.136 10.174 -0.547
H -8.285 7.914 -1.492
N 8.893 12.382 -5.471
C 4.108 7.608 -6.068
H 4.524 13.692 -13.419
H 4.382 17.394 -11.375
H -7.500 6.291 -1.523
O 1.455 7.944 -5.513
N 0.597 0.762 -2.439
H 4.150 9.814 -6.907
C 1.381 -0.068 -1.520
H 4.351 16.123 -10.195
H 2.023 0.916 2.378
N 3.038 12.251 -12.873
H 0.947 8.068 -7.523
C 8.151 13.428 -3.385
H 1.473 1.519 0.137
H 5.003 4.707 -16.123
H 3.345 6.410 -13.409
H 6.228 3.171 -11.714
C 0.168 7.630 -5.070
H 2.727 9.890 -6.223
O -7.702 7.075 -14.279
H 3.862 7.930 -5.056
C 7.419 6.318 -12.861
H 5.863 9.540 0.723
H -3.600 7.313 -12.408
H 1.061 1.622 -2.695
O 1.803 11.550 -2.972
C 7.144 5.125 -11.894
H 3.183 5.324 -14.676
H 4.704 3.570 -13.662
H 7.254 7.640 -11.174
H 0.069 0.435 0.119
N 5.412 8.962 1.418
C -5.267 7.012 -13.457
C 2.822 14.074 -14.613
H 6.828 7.688 -14.799
H 1.029 6.737 2.604
C 5.262 5.615 -14.143
C 8.844 12.115 -4.017
H -4.470 5.250 -14.548
H -0.235 1.091 -1.969
H -7.184 6.932 -12.379
H 8.278 11.207 -3.806
H -5.622 6.930 0.899
H -7.248 9.896 -0.864
C 6.317 7.049 0.337
H 4.718 9.498 1.919
H 8.281 4.873 -14.223
H 4.461 4.688 -12.383
C -7.566 7.251 -1.011
H 7.028 3.361 -13.275
H -5.919 7.905 -1.930
C -5.193 11.498 -0.040
H 10.600 10.968 -3.929
H 6.918 14.716 -1.515
H 2.025 14.748 -12.057
C -9.049 6.724 -14.056
C 7.909 14.355 -1.243
H -0.191 6.682 -5.469
H 8.654 14.319 -3.760
H 8.910 7.228 -11.424
H 4.069 6.519 -6.031
H -6.672 9.347 0.624
H 9.182 11.563 -5.986
C 4.219 6.824 1.688
N -4.432 6.755 -12.277
C 2.016 6.274 2.627
O 1.718 -0.405 0.838
H -3.641 6.722 -14.835
H 7.053 7.173 1.132
C 3.098 14.562 -12.105
H 10.939 12.710 -4.062
H 2.322 6.258 3.673
H 8.827 6.500 -14.590
H -4.983 7.180 -11.545
H 2.936 13.325 -15.397
H 6.708 5.488 -10.964
C 3.811 16.524 -11.053
H 3.445 -0.269 -1.152
H 3.311 14.004 -11.193
N 6.066 6.640 -13.476
H 2.515 12.522 -1.419
H -4.481 7.567 0.062
H 2.181 -0.707 2.924
H 6.608 7.572 -0.574
H 9.456 5.526 -13.197
H 0.980 -1.080 -1.584
H 1.835 10.966 -0.923
C 8.580 5.821 -13.774
H 7.136 13.581 -3.754
C 2.902 -0.044 -2.070
C 3.836 6.129 -14.340
C 3.449 13.628 -13.249
H 3.484 12.117 -11.977
H 0.207 7.483 -3.991
H -5.270 8.088 -13.629
C 1.607 -0.082 2.240
H -4.354 12.109 -0.374
N 3.180 9.587 -7.074
C 5.014 7.723 0.756
```

---

Record 4
Below is a molecular structure, C24H39AlBr2F5IN3O12P2S, with properties calculated with wB97M-V/def2-TZVPD.

Values from the calculation:
Kohn-Sham gap ... 2.83 eV
Net charge ... -1
Energy above the lowest of the compared OMol25 structures with the same formula, charge and spin ... 230.4 kcal/mol
Total energy ... -9272.5753 Ha

```
90
C24H39AlBr2F5IN3O12P2S | the OMol25 dataset | wB97M-V/def2-TZVPD
C 4.419 0.079 -2.403
F 6.327 -5.481 -7.333
C 1.079 1.800 -0.745
I 6.156 -0.483 -3.669
C 1.994 1.072 2.214
H -0.943 1.896 0.391
H 1.218 0.177 2.362
C -2.493 6.580 -1.335
F -2.916 -4.676 3.014
C -1.861 4.839 0.288
H 0.927 2.958 -0.677
Br -4.161 -2.265 0.097
N -7.716 -9.515 0.081
H 6.603 2.737 0.524
C -9.170 -5.888 2.688
H -8.638 -9.660 0.507
C 4.261 1.677 -1.960
H 5.170 2.228 -2.505
H 4.997 0.657 3.488
H 4.359 -0.254 1.337
O -4.749 -3.657 2.807
F 7.852 -4.730 -5.956
C -7.396 -4.302 3.122
H 2.690 4.157 -1.480
H -3.415 -0.460 -0.588
H -7.072 -3.359 3.559
P 4.419 1.923 -0.036
P 2.455 1.081 0.363
C 5.622 1.163 2.605
C -8.274 -6.722 2.018
H -0.311 0.055 0.104
H 0.227 5.130 -0.781
C 5.184 0.570 1.120
C -8.734 -4.683 3.241
H 5.457 2.345 2.640
H -3.661 -0.567 0.915
H 0.398 2.156 3.551
H -9.439 -4.038 3.763
C 3.164 4.610 -0.483
H -6.248 -7.010 1.363
O -4.345 -5.478 1.652
O 8.262 -3.542 -8.795
H -1.098 1.032 -1.303
H -7.029 -9.305 0.815
O 3.002 5.912 -0.198
C -6.500 -5.136 2.440
H 1.290 1.412 -1.853
F 5.803 -3.976 -5.834
H 3.289 2.181 -2.402
H -10.216 -6.178 2.778
H 0.756 3.061 1.833
H 6.097 3.392 -0.914
O -3.119 -0.100 0.262
C -3.866 6.558 -0.809
H -5.943 6.303 0.293
H 7.540 1.500 3.791
C -1.554 5.780 -0.824
H -7.762 -8.730 -0.579
C -3.229 4.835 0.830
N 6.093 2.497 -0.354
N -5.098 -4.729 2.290
H 2.012 3.106 3.243
C 1.181 2.427 2.722
O -5.453 5.641 0.828
H -2.284 7.267 -2.145
C -4.167 5.637 0.321
O 5.964 -2.697 -8.658
H 2.873 0.855 2.954
Al 3.039 3.689 -3.416
S 7.210 -2.984 -7.934
H 7.776 1.241 1.864
H -3.434 4.159 1.650
C 3.975 3.658 0.627
H -7.433 -10.366 -0.419
C 7.215 0.857 2.844
H 5.013 4.225 0.790
O 7.674 -1.855 -7.115
O -4.754 7.270 -1.267
O -0.260 5.797 -1.312
H 3.452 3.668 1.684
C 6.783 -4.340 -6.722
H 6.079 -0.007 0.582
H -8.620 -7.661 1.592
O -0.983 4.104 0.724
C -6.934 -6.350 1.891
Br -0.443 6.236 1.856
O 3.569 -0.894 -2.063
H 7.421 -0.299 2.995
F -6.216 -2.952 0.904
C -0.407 1.139 -0.351
```

---

no.,strongest force on any atom (eV/Å)
1,1.08
2,1.01
3,2.88
4,9.09